Molecular formula: C31H50IrP2
Method: DFT, ωB97M-V/def2-TZVPD

Element x y z (Å)
Ir -0.461 0.557 -3.241
C -0.436 -2.438 2.500
C 0.916 -2.510 2.049
C 0.836 -1.097 3.865
C -0.478 -1.584 3.630
C 1.695 -1.670 2.882
C -1.618 -3.076 1.883
H -1.364 -3.596 0.951
H -2.389 -2.323 1.648
H -2.078 -3.809 2.566
C -1.703 -1.250 4.383
H -2.521 -0.991 3.695
H -1.538 -0.392 5.041
H -2.052 -2.089 5.006
C 1.236 -0.150 4.924
H 1.603 -0.671 5.824
H 0.395 0.485 5.226
H 2.041 0.512 4.576
C 3.150 -1.435 2.766
H 3.715 -2.167 3.368
H 3.425 -0.432 3.116
H 3.486 -1.531 1.726
C 1.441 -3.287 0.902
H 2.262 -3.955 1.207
H 1.840 -2.626 0.117
H 0.657 -3.899 0.448
C -1.613 0.984 -4.772
C -1.741 -0.427 -4.428
C -1.013 -1.520 -5.182
C 0.528 -1.505 -5.007
C 1.029 -0.458 -4.030
C 1.110 0.953 -4.404
C 0.700 1.418 -5.779
C -0.834 1.399 -6.006
H -1.283 -1.459 -6.245
H 1.007 -1.392 -5.989
H -1.404 -2.490 -4.837
H -1.089 0.755 -6.859
H -2.467 1.621 -4.500
H -2.717 -0.708 -4.027
H -1.169 2.412 -6.275
H 1.031 2.458 -5.895
H 1.920 1.522 -3.931
H 1.209 0.849 -6.566
H 0.843 -2.488 -4.617
H 1.801 -0.784 -3.318
P -1.274 -0.843 -1.233
P 2.157 1.385 0.497
C -0.036 1.818 -1.619
C 1.319 2.251 -1.008
H -0.780 1.653 -0.819
H -0.422 2.672 -2.213
H 2.078 2.356 -1.803
H 1.129 3.253 -0.581
C 3.283 2.632 1.237
H 3.283 2.429 2.320
H 2.918 3.653 1.065
H 4.307 2.515 0.857
C 3.359 0.393 -0.475
H 3.798 0.994 -1.283
H 2.836 -0.471 -0.905
H 4.159 0.041 0.192
C -3.091 -0.659 -1.304
H -3.569 -1.515 -0.804
H -3.426 -0.604 -2.348
H -3.372 0.262 -0.784
C -1.170 -2.561 -1.826
H -0.404 -3.094 -1.256
H -0.886 -2.553 -2.890
H -2.131 -3.070 -1.699
C -1.537 1.098 1.572
C -1.601 1.865 2.734
C -2.787 1.936 3.551
C -2.736 2.487 4.823
C -1.551 3.076 5.301
C -0.417 3.141 4.472
C -0.437 2.558 3.216
H -0.553 0.847 1.159
H -2.440 0.660 1.144
H -3.712 1.494 3.164
H -3.620 2.460 5.467
H -1.515 3.496 6.305
H 0.486 3.644 4.823
H 0.445 2.586 2.564

Forces on atoms 1 to 2 (eV/Å):
Ir -0.272 2.858 6.672
C 0.233 -0.050 -0.263

Results
Charge: +2
Gap between HOMO and LUMO (spin up / spin down): 5.876 / 5.802 eV
Expectation value of S²: 8.82
Spin multiplicity: 6
Total energy: -1997.44421 Ha
ΔE to the lowest compared entry with this formula, charge and spin: 0.000 eV